Record 1
{
  "formula": "C38H27N2O4P2PdSTe",
  "method": "ωB97M-V/def2-TZVPD",
  "homo_ha": [-0.2744, -0.2772],
  "homo_lumo_gap_ev": [6.53, 5.79],
  "de_lowest_kcal_mol": 17.2,
  "multiplicity": 2,
  "elements": ["Pd", "O", "C", "O", "C", "C", "C", "C", "C", "N", "C", "O", "O", "H", "H", "H", "Te", "C", "C", "C", "N", "C", "C", "C", "P", "C", "C", "C", "C", "C", "C", "C", "C", "C", "C", "C", "C", "P", "C", "C", "C", "C", "C", "C", "C", "C", "C", "C", "C", "C", "H", "H", "H", "H", "H", "H", "H", "H", "H", "H", "H", "H", "H", "H", "H", "H", "H", "H", "H", "H", "H", "H", "H", "H", "S", "C"],
  "coordinates": [[0.470, -0.103, -0.238], [-0.944, 4.212, -0.257], [-0.999, 2.890, -0.036], [-0.794, 2.088, -0.897], [-1.245, 2.372, 1.377], [-1.705, 3.091, 2.454], [-1.928, 2.376, 3.641], [-1.672, 1.021, 3.687], [-1.147, 0.392, 2.552], [-0.952, 1.070, 1.443], [-0.748, -1.094, 2.523], [-1.083, -1.749, 3.503], [-0.114, -1.487, 1.493], [-1.894, 4.152, 2.379], [-2.301, 2.893, 4.516], [-1.858, 0.423, 4.568], [1.293, -2.026, -4.423], [0.703, -1.286, -6.308], [0.202, -2.128, -7.293], [-0.182, -1.583, -8.512], [-0.109, -0.288, -8.803], [0.369, 0.511, -7.850], [0.784, 0.070, -6.605], [0.478, -0.550, -3.236], [1.553, 0.374, -2.217], [1.352, 2.184, -2.326], [1.925, 2.945, -1.247], [1.382, 4.102, -0.832], [0.063, 4.546, -1.358], [-0.227, 3.966, -2.710], [0.385, 2.828, -3.136], [3.287, 0.079, -2.556], [4.013, 0.974, -3.332], [5.349, 0.715, -3.610], [5.962, -0.413, -3.090], [5.246, -1.291, -2.282], [3.912, -1.044, -2.015], [-0.785, -0.944, -2.023], [-2.228, 0.144, -2.291], [-3.141, 0.303, -1.253], [-4.264, 1.093, -1.428], [-4.486, 1.726, -2.647], [-3.586, 1.557, -3.689], [-2.461, 0.762, -3.510], [-1.547, -2.534, -2.392], [-2.060, -2.773, -3.667], [-2.702, -3.968, -3.930], [-2.842, -4.923, -2.928], [-2.330, -4.688, -1.663], [-1.679, -3.490, -1.392], [0.096, -3.192, -7.121], [-0.581, -2.226, -9.289], [0.428, 1.566, -8.098], [1.161, 0.775, -5.873], [2.797, 2.547, -0.737], [1.806, 4.653, -0.001], [-0.023, 5.631, -1.376], [-1.008, 4.426, -3.299], [0.084, 2.349, -4.061], [3.538, 1.864, -3.726], [5.909, 1.400, -4.234], [7.004, -0.608, -3.305], [5.729, -2.163, -1.863], [3.348, -1.721, -1.381], [-2.963, -0.183, -0.298], [-4.966, 1.222, -0.614], [-5.364, 2.345, -2.784], [-3.760, 2.042, -4.641], [-1.746, 0.632, -4.317], [-1.958, -2.028, -4.447], [-3.096, -4.158, -4.920], [-3.359, -5.851, -3.137], [-2.435, -5.431, -0.884], [-1.270, -3.298, -0.406], [2.989, 0.070, 1.922], [1.973, 0.308, 0.830]]
}



Record 2
{
  "formula": "C38H27N4O2PTi",
  "method": "ωB97M-V/def2-TZVPD",
  "homo_ha": [-0.2155, -0.2868],
  "homo_lumo_gap_ev": [5.68, 7.62],
  "de_lowest_kcal_mol": 0.0,
  "multiplicity": 3,
  "elements": ["Ti", "C", "C", "C", "C", "C", "C", "P", "C", "C", "C", "C", "C", "C", "C", "C", "C", "C", "C", "C", "C", "C", "C", "C", "H", "H", "H", "H", "H", "H", "H", "H", "H", "H", "H", "H", "H", "H", "H", "H", "O", "C", "O", "C", "C", "C", "C", "C", "N", "H", "H", "H", "H", "N", "C", "C", "C", "C", "C", "C", "C", "N", "C", "C", "N", "C", "H", "H", "H", "H", "H", "H", "H"],
  "coordinates": [[0.229, 0.245, -0.343], [-2.218, 5.980, -4.208], [-0.874, 5.639, -4.141], [-0.450, 4.647, -3.271], [-1.366, 3.984, -2.454], [-2.713, 4.321, -2.544], [-3.138, 5.320, -3.409], [-0.890, 2.671, -1.273], [0.593, 1.895, -1.953], [1.872, 2.535, -2.030], [2.870, 2.054, -2.826], [2.664, 0.890, -3.612], [1.446, 0.259, -3.575], [0.393, 0.748, -2.782], [-0.310, 3.601, 0.198], [-0.217, 4.970, 0.188], [0.041, 5.691, 1.374], [0.154, 5.028, 2.559], [0.047, 3.615, 2.613], [0.124, 2.935, 3.854], [0.002, 1.576, 3.893], [-0.139, 0.845, 2.692], [-0.187, 1.434, 1.448], [-0.149, 2.870, 1.424], [-2.547, 6.754, -4.889], [-0.154, 6.146, -4.770], [0.599, 4.384, -3.233], [-3.436, 3.802, -1.925], [-4.189, 5.573, -3.460], [2.039, 3.412, -1.413], [3.824, 2.564, -2.864], [3.457, 0.520, -4.248], [1.261, -0.612, -4.193], [-0.604, 0.337, -2.915], [-0.367, 5.527, -0.728], [0.121, 6.770, 1.334], [0.316, 5.571, 3.483], [0.267, 3.513, 4.759], [0.043, 1.046, 4.837], [-0.159, -0.241, 2.781], [0.142, -3.571, 0.871], [-0.096, -2.494, 0.365], [0.740, -1.708, -0.231], [-1.531, -1.967, 0.386], [-2.535, -2.713, 0.985], [-3.827, -2.215, 0.938], [-4.062, -0.998, 0.309], [-2.996, -0.307, -0.238], [-1.752, -0.791, -0.205], [-2.269, -3.648, 1.454], [-4.642, -2.767, 1.387], [-5.053, -0.571, 0.249], [-3.109, 0.664, -0.705], [10.417, -1.609, -2.745], [9.421, -1.278, -2.277], [8.179, -0.861, -1.692], [8.067, 0.417, -1.148], [6.868, 0.823, -0.592], [5.790, -0.055, -0.569], [5.901, -1.337, -1.098], [7.095, -1.736, -1.669], [4.563, 0.363, -0.008], [4.371, 1.263, 1.025], [3.028, 1.366, 1.193], [2.392, 0.598, 0.248], [3.332, 0.004, -0.445], [8.913, 1.089, -1.174], [6.761, 1.823, -0.197], [5.071, -2.027, -1.042], [7.193, -2.730, -2.082], [5.197, 1.677, 1.574], [2.466, 1.935, 1.914], [3.167, -0.664, -1.273]]
}



Record 3
{
  "formula": "C38H28BF3O3S",
  "method": "ωB97M-V/def2-TZVPD",
  "homo_ha": -0.2228,
  "homo_lumo_gap_ev": 4.65,
  "de_lowest_kcal_mol": 29.7,
  "elements": ["C", "O", "C", "C", "C", "C", "C", "C", "C", "C", "C", "C", "C", "C", "C", "C", "C", "C", "C", "C", "C", "H", "H", "H", "H", "H", "H", "H", "H", "H", "H", "H", "H", "H", "H", "H", "C", "C", "C", "C", "C", "B", "C", "C", "C", "C", "C", "F", "F", "F", "C", "C", "O", "C", "C", "C", "C", "C", "C", "O", "S", "H", "H", "H", "H", "H", "H", "H", "H", "H", "H", "H", "H", "H"],
  "coordinates": [[-1.504, 4.982, -0.695], [-1.087, 4.928, 0.693], [-0.283, 3.887, 1.048], [-0.098, 3.634, 2.426], [0.872, 2.746, 2.853], [1.798, 2.230, 1.901], [3.155, 1.722, 2.123], [3.230, 0.323, 1.446], [2.446, -1.002, 1.074], [3.060, -1.856, 0.109], [4.223, -1.571, -0.617], [4.853, -0.363, -0.353], [4.311, 0.471, 0.599], [1.135, -1.625, 1.495], [0.488, -1.321, 2.711], [-0.831, -1.637, 3.075], [-1.463, -2.664, 2.401], [-0.803, -3.159, 1.276], [0.402, -2.634, 0.799], [1.412, 2.259, 0.545], [0.433, 3.119, 0.104], [-2.318, 5.708, -0.696], [-0.664, 5.316, -1.320], [-1.846, 4.003, -1.068], [-0.680, 4.229, 3.129], [0.940, 2.442, 3.898], [2.616, -2.841, -0.135], [4.618, -2.239, -1.390], [5.731, 0.011, -0.865], [4.773, 1.456, 0.599], [-1.264, -1.165, 3.960], [-2.410, -3.068, 2.777], [-1.281, -3.979, 0.746], [0.766, -3.017, -0.159], [2.001, 1.708, -0.193], [0.318, 3.291, -0.966], [5.678, 3.316, 6.144], [5.297, 3.087, 4.716], [6.079, 2.426, 3.767], [5.574, 2.376, 2.522], [4.129, 2.751, 2.284], [1.344, -1.105, 3.883], [3.968, 3.936, 1.261], [3.127, 5.025, 1.453], [2.636, 5.719, 0.351], [3.090, 5.418, -0.926], [2.475, 6.038, -2.142], [3.389, 6.631, -2.959], [1.829, 5.080, -2.892], [1.534, 6.974, -1.837], [4.119, 4.499, -1.086], [4.618, 3.829, 0.025], [2.637, -1.613, 3.937], [2.851, -1.634, 5.295], [1.804, -0.886, 5.941], [1.323, -1.269, 7.171], [1.917, -2.381, 7.759], [2.953, -3.075, 7.148], [3.451, -2.702, 5.899], [0.997, -0.318, 5.003], [3.765, 3.515, 4.101], [6.752, 3.128, 6.251], [5.432, 4.335, 6.469], [5.118, 2.620, 6.782], [7.033, 2.013, 4.086], [6.216, 2.159, 1.669], [2.803, 5.325, 2.459], [1.894, 6.500, 0.488], [4.524, 4.322, -2.081], [5.481, 3.164, -0.108], [0.455, -0.757, 7.583], [1.542, -2.704, 8.728], [3.410, -3.932, 7.628], [4.209, -3.266, 5.362]]
}



Record 4
{
  "formula": "C38H28BrCl2N3O5PPtSSe",
  "method": "ωB97M-V/def2-TZVPD",
  "homo_ha": [-0.1537, -0.1979],
  "homo_lumo_gap_ev": [6.33, 7.48],
  "charge": -1,
  "de_lowest_kcal_mol": 0.0,
  "multiplicity": 3,
  "elements": ["Pt", "O", "S", "O", "O", "C", "C", "C", "C", "C", "C", "P", "C", "C", "C", "C", "C", "C", "C", "C", "C", "C", "C", "C", "H", "H", "H", "H", "H", "H", "H", "H", "H", "H", "H", "H", "H", "H", "Se", "C", "N", "Br", "C", "C", "C", "N", "C", "C", "H", "H", "H", "H", "Cl", "C", "C", "C", "C", "C", "Cl", "C", "N", "C", "C", "C", "C", "C", "C", "C", "C", "O", "O", "H", "H", "H", "H", "H", "H", "H", "H", "H", "H"],
  "coordinates": [[-0.052, -0.642, -0.045], [0.293, 0.606, 4.105], [0.647, 0.081, 2.815], [0.616, 1.053, 1.710], [-0.045, -1.162, 2.423], [2.365, -0.409, 2.904], [3.029, -0.270, 4.113], [4.364, -0.633, 4.220], [5.036, -1.128, 3.113], [4.369, -1.259, 1.905], [3.027, -0.911, 1.779], [2.241, -1.090, 0.122], [3.305, -0.022, -0.881], [2.954, 1.324, -0.938], [3.743, 2.215, -1.648], [4.877, 1.766, -2.310], [5.226, 0.424, -2.259], [4.443, -0.470, -1.544], [2.626, -2.805, -0.336], [2.581, -3.162, -1.684], [2.672, -4.495, -2.055], [2.791, -5.485, -1.089], [2.823, -5.135, 0.253], [2.740, -3.802, 0.630], [2.480, 0.126, 4.955], [4.879, -0.523, 5.166], [6.080, -1.407, 3.184], [4.904, -1.643, 1.044], [2.059, 1.668, -0.433], [3.459, 3.258, -1.693], [5.485, 2.462, -2.875], [6.102, 0.066, -2.786], [4.712, -1.518, -1.524], [2.461, -2.407, -2.455], [2.637, -4.753, -3.106], [2.850, -6.526, -1.380], [2.907, -5.901, 1.014], [2.752, -3.541, 1.681], [-0.222, 0.508, -2.392], [1.076, -0.311, -3.407], [1.887, -0.827, -4.054], [-2.907, -6.646, -1.469], [-1.935, -5.057, -1.141], [-1.560, -4.738, 0.150], [-0.861, -3.560, 0.341], [-0.531, -2.755, -0.667], [-0.908, -3.068, -1.902], [-1.610, -4.224, -2.193], [-1.818, -5.366, 0.989], [-0.565, -3.232, 1.330], [-0.642, -2.364, -2.681], [-1.898, -4.449, -3.208], [-0.311, 3.592, 0.204], [-1.468, 4.743, -0.371], [-1.058, 6.033, -0.654], [-1.981, 6.973, -1.087], [-3.301, 6.596, -1.264], [-3.695, 5.295, -1.003], [-5.331, 4.855, -1.391], [-2.803, 4.326, -0.513], [-3.161, 3.019, -0.252], [-4.229, 2.646, 0.587], [-4.696, 3.504, 1.577], [-5.718, 3.106, 2.422], [-6.266, 1.839, 2.301], [-5.793, 0.980, 1.320], [-4.786, 1.362, 0.443], [-4.311, 0.423, -0.640], [-3.041, -0.352, -0.249], [-3.085, -1.567, -0.109], [-2.009, 0.396, -0.030], [-0.017, 6.289, -0.515], [-1.670, 7.986, -1.300], [-4.036, 7.296, -1.636], [-2.414, 2.320, -0.269], [-4.248, 4.484, 1.683], [-6.073, 3.785, 3.187], [-7.056, 1.518, 2.968], [-6.218, -0.012, 1.216], [-4.087, 1.007, -1.534], [-5.086, -0.304, -0.876]]
}



Record 5
{
  "formula": "C38H29BiN4O7Si",
  "method": "ωB97M-V/def2-TZVPD",
  "homo_ha": -0.3078,
  "homo_lumo_gap_ev": 7.35,
  "de_lowest_kcal_mol": 0.0,
  "elements": ["Bi", "O", "C", "C", "C", "C", "C", "C", "C", "O", "N", "N", "C", "C", "C", "C", "C", "C", "N", "H", "H", "H", "H", "H", "H", "H", "H", "H", "H", "O", "C", "C", "C", "C", "C", "C", "C", "O", "N", "O", "O", "H", "H", "H", "H", "O", "Si", "C", "C", "C", "C", "C", "C", "C", "C", "C", "C", "C", "C", "C", "C", "C", "C", "C", "C", "H", "H", "H", "H", "H", "H", "H", "H", "H", "H", "H", "H", "H", "H", "H"],
  "coordinates": [[12.186, 15.478, 5.621], [10.108, 20.603, 4.334], [9.127, 20.087, 5.082], [7.905, 20.781, 5.146], [6.869, 20.294, 5.919], [7.027, 19.111, 6.650], [8.220, 18.425, 6.595], [9.283, 18.893, 5.815], [10.540, 18.117, 5.780], [10.490, 16.890, 6.126], [11.659, 18.764, 5.457], [12.723, 17.915, 5.622], [13.938, 18.319, 5.640], [14.958, 17.338, 6.038], [16.166, 17.744, 6.587], [16.963, 16.803, 7.195], [16.585, 15.477, 7.222], [15.393, 15.152, 6.598], [14.614, 16.038, 5.990], [10.923, 20.092, 4.481], [7.805, 21.691, 4.558], [5.924, 20.822, 5.940], [6.206, 18.756, 7.274], [8.358, 17.500, 7.149], [14.196, 19.376, 5.516], [16.428, 18.787, 6.589], [17.890, 17.100, 7.684], [17.174, 14.734, 7.731], [15.015, 14.143, 6.598], [10.228, 14.079, 5.801], [10.095, 12.856, 5.747], [11.101, 11.822, 5.628], [10.602, 10.516, 5.575], [11.470, 9.462, 5.495], [12.851, 9.681, 5.512], [13.335, 10.957, 5.596], [12.500, 12.099, 5.635], [12.988, 13.277, 5.649], [10.922, 8.101, 5.431], [11.717, 7.176, 5.393], [9.706, 7.958, 5.406], [9.067, 12.479, 5.774], [9.538, 10.314, 5.606], [13.511, 8.816, 5.475], [14.398, 11.129, 5.575], [12.393, 15.362, 7.642], [12.122, 15.364, 9.251], [10.359, 15.348, 9.790], [9.761, 14.231, 10.388], [8.457, 14.301, 10.886], [7.745, 15.483, 10.762], [8.293, 16.577, 10.104], [9.595, 16.512, 9.637], [12.863, 16.906, 9.969], [13.691, 17.708, 9.174], [14.290, 18.857, 9.698], [14.089, 19.192, 11.030], [13.233, 18.417, 11.824], [12.624, 17.298, 11.292], [13.021, 13.880, 9.924], [13.314, 13.751, 11.300], [14.036, 12.667, 11.787], [14.473, 11.681, 10.905], [14.204, 11.770, 9.544], [13.489, 12.866, 9.053], [10.330, 13.317, 10.495], [8.006, 13.434, 11.375], [6.734, 15.538, 11.167], [7.693, 17.475, 9.968], [10.026, 17.372, 9.172], [13.850, 17.439, 8.146], [14.916, 19.478, 9.081], [14.555, 20.090, 11.437], [13.059, 18.745, 12.854], [11.916, 16.745, 11.914], [12.990, 14.517, 12.002], [14.256, 12.591, 12.847], [15.067, 10.853, 11.261], [14.563, 10.983, 8.893], [13.284, 12.945, 8.001]]
}



Record 6
{
  "formula": "C38H29N4O10",
  "method": "ωB97M-V/def2-TZVPD",
  "homo_ha": -0.4255,
  "homo_lumo_gap_ev": 7.82,
  "charge": 1,
  "elements": ["N", "C", "N", "C", "N", "N", "C", "C", "C", "C", "C", "C", "H", "H", "H", "H", "H", "H", "H", "H", "H", "C", "C", "C", "O", "C", "C", "C", "O", "H", "H", "H", "H", "C", "C", "C", "O", "C", "C", "C", "O", "H", "H", "H", "H", "C", "C", "C", "O", "C", "C", "C", "O", "H", "H", "H", "H", "C", "C", "C", "O", "C", "C", "C", "O", "H", "H", "H", "H", "C", "C", "C", "O", "C", "C", "C", "O", "H", "H", "H", "H"],
  "coordinates": [[-0.300, 2.572, 0.745], [-1.068, 1.849, -0.099], [-2.396, 1.643, -0.037], [-2.693, 0.885, -1.085], [-1.593, 0.592, -1.783], [-0.557, 1.214, -1.179], [0.800, 1.120, -1.642], [1.457, -0.083, -1.471], [2.772, -0.167, -1.901], [3.390, 0.938, -2.467], [2.701, 2.128, -2.630], [1.380, 2.231, -2.219], [-0.353, 3.578, 0.794], [0.448, 2.146, 1.264], [-3.676, 0.524, -1.346], [-1.466, 0.021, -2.606], [0.937, -0.924, -1.027], [3.315, -1.096, -1.782], [4.420, 0.868, -2.787], [3.200, 2.981, -3.071], [0.841, 3.161, -2.337], [-5.490, 1.961, 5.002], [-6.402, 0.997, 4.907], [-6.487, 0.135, 3.701], [-7.313, -0.745, 3.609], [-5.517, 0.394, 2.605], [-4.606, 1.360, 2.695], [-4.523, 2.213, 3.906], [-3.681, 3.084, 3.995], [-5.407, 2.602, 5.871], [-7.118, 0.791, 5.692], [-5.604, -0.249, 1.738], [-3.892, 1.567, 1.904], [0.552, 6.637, -5.257], [0.258, 6.821, -6.542], [0.322, 5.699, -7.516], [0.055, 5.860, -8.683], [0.728, 4.364, -6.998], [1.021, 4.184, -5.713], [0.952, 5.305, -4.745], [1.217, 5.140, -3.569], [0.515, 7.437, -4.529], [-0.038, 7.782, -6.941], [0.771, 3.565, -7.727], [1.323, 3.223, -5.315], [2.255, -3.377, 0.731], [2.986, -4.283, 1.373], [2.498, -5.680, 1.543], [3.161, -6.505, 2.129], [1.173, -6.026, 0.967], [0.449, -5.113, 0.324], [0.932, -3.725, 0.158], [0.263, -2.895, -0.432], [2.586, -2.353, 0.602], [3.954, -4.059, 1.803], [0.850, -7.054, 1.091], [-0.518, -5.338, -0.107], [-1.000, 5.128, 3.925], [-1.844, 5.825, 4.679], [-2.151, 7.247, 4.381], [-2.922, 7.882, 5.063], [-1.478, 7.862, 3.205], [-0.634, 7.161, 2.454], [-0.337, 5.741, 2.758], [0.443, 5.113, 2.060], [-0.771, 4.089, 4.120], [-2.352, 5.395, 5.531], [-1.715, 8.899, 3.007], [-0.127, 7.583, 1.596], [4.618, -9.856, 0.282], [3.455, -9.225, 0.412], [2.175, -9.971, 0.440], [1.114, -9.388, 0.553], [2.232, -11.448, 0.321], [3.394, -12.081, 0.190], [4.681, -11.336, 0.161], [5.739, -11.912, 0.041], [5.567, -9.336, 0.261], [3.382, -8.152, 0.508], [1.282, -11.966, 0.345], [3.466, -13.158, 0.100]]
}